{
  "formula": "C11H5F4N2O4",
  "method": "ωB97M-V/def2-TZVPD",
  "species": ["F", "C", "C", "F", "C", "O", "C", "F", "C", "F", "C", "O", "C", "N", "C", "O", "N", "C", "O", "C", "C", "H", "H", "H", "H", "H"],
  "positions_angstrom": [[-1.54848, -3.64784, -0.59896], [-1.81163, -2.37323, -0.24461], [-1.80873, -2.02473, 1.05449], [-1.35101, -2.87148, 1.99853], [-2.33443, -0.74060, 1.52461], [-2.36926, -0.44333, 2.72447], [-2.80890, 0.16514, 0.47759], [-3.27083, 1.36398, 0.88632], [-2.83462, -0.17574, -0.82238], [-3.53273, 0.57027, -1.69982], [-2.40358, -1.50582, -1.27835], [-2.73528, -1.95265, -2.37458], [3.98741, -0.14657, -1.22638], [2.78868, -0.03416, -1.99435], [1.50340, -0.34449, -1.38960], [1.49636, -0.59305, -0.18009], [0.39395, -0.35332, -2.17629], [0.48185, 0.11715, -3.45829], [-0.52616, 0.35124, -4.15723], [1.80739, 0.35950, -4.04630], [2.91376, 0.26706, -3.29237], [4.80193, 0.14573, -1.87805], [3.97689, 0.49964, -0.35743], [4.15068, -1.17149, -0.91113], [1.85471, 0.63593, -5.08385], [3.92407, 0.41833, -3.65629]],
  "forces_ev_per_a": [[0.17, 1.22, 0.10], [-0.08, -1.15, 0.99], [0.66, -1.09, -0.33], [-0.45, 0.57, -0.60], [0.63, 0.78, 2.21], [-0.10, -0.55, -2.05], [-0.24, 0.96, -0.77], [0.14, -0.82, -0.18], [-1.18, 1.05, 0.23], [1.04, -0.52, 0.61], [-0.87, -1.15, -2.38], [0.69, 0.81, 1.89], [0.13, -0.15, 0.33], [-0.64, -0.37, 1.30], [-0.25, -0.03, -0.52], [0.33, -0.03, -0.21], [0.81, 0.39, 0.34], [-0.78, 0.22, -0.58], [0.56, -0.32, 0.58], [0.29, 0.05, -0.17], [-1.04, 0.13, -1.10], [0.30, 0.06, 0.05], [-0.04, 0.06, 0.27], [0.06, -0.20, 0.27], [-0.02, 0.02, -0.18], [-0.11, 0.07, -0.09]],
  "mulliken_charge": [-0.303, 0.300, 0.387, -0.311, 0.408, -0.584, 0.281, -0.304, 0.361, -0.287, 0.560, -0.550, -0.968, 0.174, 0.194, -0.730, -0.184, 0.385, -0.725, -0.911, 0.346, 0.293, 0.281, 0.294, 0.372, 0.219],
  "gap_ha": 0.205,
  "e_homo_ev": -4.754,
  "energy_ev": -33528.2286,
  "total_charge": -1
}

---

{
  "formula": "C11H5N4O2S5Tc",
  "method": "ωB97M-V/def2-TZVPD",
  "species": ["Tc", "O", "N", "N", "O", "C", "C", "C", "C", "C", "C", "H", "H", "H", "H", "H", "S", "C", "C", "N", "C", "S", "C", "N", "S", "C", "S", "S"],
  "positions_angstrom": [[0.27472, -0.75322, -1.72866], [1.85639, -0.51499, -0.42597], [1.69980, 0.24711, 0.59167], [0.59102, 0.83858, 0.60989], [-0.30782, 0.68210, -0.34744], [0.27087, 1.74545, 1.68334], [-0.94704, 2.39608, 1.63392], [-1.27617, 3.27076, 2.66111], [-0.39888, 3.48176, 3.71252], [0.82005, 2.81373, 3.74096], [1.16553, 1.93859, 2.72596], [-1.61172, 2.21283, 0.80376], [-2.22641, 3.78754, 2.63274], [-0.66164, 4.16308, 4.51133], [1.50832, 2.97424, 4.56058], [2.10686, 1.40980, 2.73510], [-0.50439, -2.36034, -0.20287], [-0.80184, -3.79987, -1.09445], [-1.14665, -4.98733, -0.35783], [-1.40248, -5.92938, 0.25070], [-0.70249, -3.79602, -2.44471], [-0.22315, -2.36078, -3.27860], [-1.00151, -4.96310, -3.23011], [-1.23829, -5.89649, -3.85934], [1.51098, 1.84777, -5.32458], [1.06527, 0.89941, -4.06531], [2.05131, -0.22150, -3.19877], [-0.47064, 0.87420, -3.29492]],
  "forces_ev_per_a": [[0.14, -0.02, -0.18], [0.08, 0.12, 0.26], [0.12, -0.14, -0.06], [-0.28, 0.15, 0.31], [0.06, 0.12, -0.05], [0.09, -0.20, -0.21], [-0.07, 0.07, 0.03], [0.01, -0.02, -0.03], [0.02, -0.01, 0.01], [-0.02, 0.01, -0.01], [0.03, 0.01, 0.04], [0.00, 0.01, 0.00], [0.00, 0.00, 0.00], [0.00, 0.00, -0.01], [0.00, -0.01, -0.01], [0.00, 0.01, 0.00], [0.05, -0.07, 0.03], [-0.17, -0.24, 0.28], [0.05, 0.17, -0.14], [-0.03, 0.01, 0.00], [-0.13, -0.18, -0.23], [0.00, -0.09, -0.03], [0.08, 0.15, 0.17], [0.00, 0.02, -0.03], [0.03, -0.02, 0.01], [0.23, 0.13, -0.35], [0.09, 0.09, -0.07], [-0.37, -0.06, 0.26]],
  "lowdin_spin": [0.802, 0.025, -0.012, 0.007, 0.067, 0.000, 0.001, 0.000, 0.001, 0.000, 0.001, 0.000, 0.000, 0.000, 0.000, 0.000, 0.039, 0.002, 0.002, -0.002, 0.001, 0.003, 0.001, 0.000, 0.058, 0.013, 0.004, -0.010],
  "multiplicity": 2,
  "gap_ha": [0.253, 0.260],
  "e_homo_ev": [-5.145, -5.411],
  "energy_ev": -77918.9117,
  "s2": 0.76,
  "total_charge": -1
}

---

- Which formula does entry 1 have?
  C11H5F4N2O4